Record 1
Here is a 11-piece molecular cluster, C47H115N5O11 overall from OMol25. Energies are from wB97M-V/def2-TZVPD.

Last column: Mulliken charge in e.
CARTESIAN COORDINATES (ANGSTROEM)
1 C 4.410 0.812 1.846  -0.2398
2 C 3.927 2.229 1.985  -0.1625
3 O 4.053 2.701 3.309  -0.4065
4 H 4.389 0.608 0.775  -0.0734
5 H 3.756 0.095 2.342  -0.2047
6 H 5.426 0.715 2.229  0.6856
7 H 2.920 2.298 1.572  -0.1933
8 H 4.618 2.773 1.342  0.3403
9 H 4.993 2.756 3.497  0.3259
10 C 0.540 0.133 0.687  0.9277
11 C -0.280 1.156 -0.162  -0.4500
12 O 0.126 1.060 -1.481  -0.6868
13 H 0.284 0.194 1.744  0.1386
14 H 1.598 0.386 0.606  -0.4257
15 H 0.445 -0.902 0.360  -0.4343
16 H -0.255 2.214 0.100  0.5788
17 H -1.340 0.907 -0.112  -0.2643
18 H 0.540 1.833 -1.873  0.1561
19 C -1.817 -5.941 -0.775  -1.4251
20 C -1.644 -4.518 -1.376  0.5077
21 O -1.133 -3.647 -0.394  0.4955
22 H -2.350 -6.581 -1.478  0.4538
23 H -2.554 -5.845 0.022  0.3247
24 H -0.853 -6.377 -0.511  0.1990
25 H -2.618 -4.170 -1.719  -0.3404
26 H -0.970 -4.529 -2.233  0.2020
27 H -0.993 -2.772 -0.763  -0.0675
28 C 0.409 -2.377 -3.744  -0.8355
29 C -0.973 -1.877 -3.396  -0.1768
30 O -0.925 -1.404 -2.020  0.6083
31 H 0.761 -3.130 -3.038  -0.1507
32 H 1.188 -1.620 -3.665  -0.0401
33 H 0.366 -2.865 -4.718  0.5384
34 H -1.695 -2.666 -3.610  0.4130
35 H -1.194 -1.085 -4.111  0.5451
36 H -0.502 -0.544 -1.977  -0.3452
37 C 0.710 2.771 3.716  -0.2437
38 C 0.929 4.181 4.219  -0.3699
39 O 1.873 4.139 5.219  -0.5472
40 H 1.498 2.462 3.030  -0.3481
41 H -0.131 2.751 3.024  0.3291
42 H 0.482 1.930 4.371  0.3004
43 H -0.025 4.565 4.582  0.3892
44 H 1.170 4.841 3.387  0.2009
45 H 2.632 3.689 4.841  0.2991
46 C -3.031 -1.380 2.892  -0.5565
47 C -3.104 -2.833 2.374  0.3432
48 O -1.900 -3.635 2.485  -0.5585
49 H -3.934 -0.772 2.834  0.3368
50 H -2.266 -0.921 2.266  -0.2258
51 H -2.611 -1.335 3.897  0.3678
52 H -3.299 -2.774 1.303  -0.3327
53 H -3.997 -3.258 2.833  0.3578
54 H -1.556 -3.671 1.589  0.1297
55 C -6.485 -1.765 -3.658  -2.0990
56 C -5.623 -1.153 -2.560  1.6574
57 C -4.611 -0.231 -3.321  -1.7466
58 C -3.995 0.903 -2.469  0.9834
59 C -5.135 1.649 -1.712  -1.8229
60 C -6.031 0.784 -0.874  2.1267
61 N -6.563 -0.382 -1.688  0.3300
62 O -7.421 -1.130 -0.956  -0.4753
63 C -5.234 0.329 0.337  -1.5447
64 C -7.177 1.659 -0.387  -2.1210
65 C -4.818 -2.197 -1.752  -1.3605
66 H -7.105 -1.000 -4.124  0.5207
67 H -7.143 -2.597 -3.405  0.3651
68 H -5.770 -2.071 -4.422  0.3886
69 H -3.800 -0.790 -3.789  0.3059
70 H -5.186 0.168 -4.156  0.4967
71 H -3.392 1.529 -3.126  0.6380
72 H -3.276 0.538 -1.735  -0.9438
73 H -5.735 2.108 -2.498  0.3166
74 H -4.846 2.445 -1.026  0.5127
75 H -4.867 1.211 0.861  0.4441
76 H -5.844 -0.323 0.962  0.3662
77 H -4.266 -0.120 0.116  0.0171
78 H -7.934 1.212 0.257  0.3596
79 H -6.744 2.540 0.087  0.3533
80 H -7.708 1.956 -1.291  0.5560
81 H -5.488 -2.806 -1.145  0.4151
82 H -3.995 -1.796 -1.162  -0.0179
83 H -4.407 -2.865 -2.509  0.5008
84 H -8.265 -0.920 -1.361  0.3630
85 C 4.824 -3.930 -1.062  -1.7031
86 C 4.815 -4.127 0.420  1.9860
87 C 3.719 -3.195 0.925  -1.3028
88 C 2.300 -3.715 0.686  1.5584
89 C 2.223 -5.117 1.325  -1.6997
90 C 3.161 -6.181 0.777  2.1031
91 N 4.504 -5.513 0.849  0.4456
92 O 5.575 -6.392 0.445  -0.5569
93 C 3.127 -7.367 1.736  -1.9718
94 C 2.752 -6.552 -0.646  -1.5392
95 C 6.160 -3.586 1.074  -1.9758
96 H 5.184 -2.909 -1.186  0.2837
97 H 3.906 -4.145 -1.610  0.1483
98 H 5.595 -4.515 -1.564  0.4336
99 H 3.886 -2.906 1.963  0.1194
100 H 3.813 -2.201 0.487  0.3164
101 H 1.978 -3.645 -0.353  -0.2933
102 H 1.690 -2.987 1.220  -0.4664
103 H 1.228 -5.503 1.105  0.4802
104 H 2.164 -5.136 2.413  0.0123
105 H 3.941 -8.083 1.625  0.3927
106 H 3.145 -7.124 2.798  0.3706
107 H 2.145 -7.839 1.714  0.4040
108 H 1.969 -7.310 -0.677  0.4613
109 H 2.403 -5.681 -1.200  0.0038
110 H 3.609 -7.022 -1.128  0.3538
111 H 6.296 -2.521 0.884  0.3229
112 H 7.073 -3.988 0.636  0.4442
113 H 6.196 -3.727 2.154  0.4195
114 H 6.063 -6.546 1.257  0.3388
115 C -3.217 8.185 0.190  -1.8896
116 C -2.115 7.274 -0.397  1.8597
117 C -2.671 5.835 -0.352  -1.6605
118 C -1.782 4.843 -1.148  0.1479
119 C -1.718 5.330 -2.623  -1.5734
120 C -1.263 6.747 -2.857  1.4876
121 N -1.911 7.695 -1.852  0.2224
122 O -1.798 9.057 -2.054  -0.4512
123 C 0.298 6.812 -2.657  -1.2886
124 C -1.529 7.244 -4.288  -1.7283
125 C -0.815 7.471 0.390  -1.8604
126 H -4.030 8.317 -0.523  0.4384
127 H -3.555 7.794 1.150  0.4136
128 H -2.831 9.177 0.423  0.4079
129 H -2.702 5.602 0.712  0.5743
130 H -3.660 5.885 -0.807  0.3847
131 H -0.797 4.977 -0.702  -0.0514
132 H -2.069 3.803 -0.989  0.2561
133 H -2.700 5.160 -3.065  0.4006
134 H -1.106 4.621 -3.180  0.2541
135 H 0.812 6.302 -3.470  0.4596
136 H 0.633 6.265 -1.776  0.2596
137 H 0.668 7.802 -2.389  0.2433
138 H -2.568 7.275 -4.614  0.4316
139 H -1.035 6.548 -4.967  0.3734
140 H -1.173 8.261 -4.456  0.3420
141 H 0.021 6.803 0.178  0.2656
142 H -0.542 8.526 0.374  0.4133
143 H -1.108 7.281 1.422  0.4491
144 H -0.880 9.143 -2.320  0.3986
145 C 1.323 -1.670 3.925  0.1394
146 C 2.337 -2.009 5.015  0.5121
147 C 2.781 -3.504 4.980  -0.6195
148 O 3.546 -3.984 6.084  -0.4264
149 C 2.857 -4.230 7.214  -0.7149
150 N 3.431 -1.042 4.776  -0.5244
151 H 0.390 -2.222 4.041  0.3826
152 H 1.844 -2.062 3.052  -0.5480
153 H 1.240 -0.627 3.621  -0.4895
154 H 1.852 -1.719 5.947  0.5054
155 H 3.379 -3.918 4.168  0.1507
156 H 1.835 -4.041 4.897  0.3843
157 H 3.594 -4.400 7.998  0.2801
158 H 2.259 -5.133 7.089  0.2780
159 H 2.223 -3.411 7.553  0.2780
160 H 3.041 -0.131 4.976  0.1576
161 H 4.148 -1.070 5.486  0.2593
162 C 3.270 2.411 -1.396  -1.3834
163 C 2.757 2.260 -2.841  -0.2262
164 C 2.700 0.760 -3.293  0.1316
165 O 4.061 0.341 -3.387  -0.4613
166 C 4.274 -1.057 -3.271  -0.6073
167 N 1.444 2.872 -2.960  -0.5611
168 H 2.469 2.079 -0.736  -0.0153
169 H 3.457 3.443 -1.097  0.4787
170 H 4.135 1.799 -1.140  0.4070
171 H 3.427 2.854 -3.463  0.7487
172 H 2.222 0.602 -4.260  0.5950
173 H 2.105 0.203 -2.569  -0.3270
174 H 4.085 -1.571 -4.213  0.3441
175 H 3.850 -1.584 -2.416  0.0369
176 H 5.341 -1.209 -3.110  0.3994
177 H 1.229 2.886 -3.946  0.2861
178 H 1.556 3.856 -2.762  0.0057

Values from the calculation:
* SMILES: CC1(C)CCCC(C)(C)N1O.CC1(C)CCCC(C)(C)N1O.CC1(C)CCCC(C)(C)N1O.COC[C@H](C)N.COC[C@H](C)N.CCO.CCO.CCO.CCO.CCO.CCO
* highest occupied orbital energy: -7.9022 eV
* E_LUMO: 0.18 eV
* spin multiplicity: 1
* frontier orbital gap: 8.0827 eV

Record 2
Here is a 10-piece molecular cluster, C47H118N6O15 overall from OMol25. Energies are from wB97M-V/def2-TZVPD.

Last column: Löwdin spin population.
CARTESIAN COORDINATES (ANGSTROEM)
1 C -38.965 -5.095 9.710  0.0000
2 C -40.083 -4.944 8.735  0.0000
3 O -41.290 -5.521 9.126  0.0000
4 H -39.354 -4.798 10.684  0.0000
5 H -38.094 -4.474 9.502  0.0000
6 H -38.663 -6.134 9.837  0.0000
7 H -39.762 -5.427 7.812  0.0000
8 H -40.277 -3.910 8.447  0.0000
9 H -41.998 -5.393 8.491  0.0000
10 C -33.520 -11.641 12.604  0.0000
11 C -34.127 -10.293 12.814  0.0000
12 O -33.185 -9.390 12.517  0.0000
13 H -32.986 -11.726 11.657  0.0000
14 H -34.200 -12.486 12.705  0.0000
15 H -32.757 -11.886 13.343  0.0000
16 H -34.359 -10.171 13.872  0.0000
17 H -35.028 -10.195 12.208  0.0000
18 H -33.077 -8.738 13.213  0.0000
19 C -35.777 -7.623 8.919  0.0000
20 C -34.368 -8.249 9.056  0.0000
21 O -33.764 -8.233 7.831  0.0000
22 H -36.324 -7.474 9.850  0.0000
23 H -36.322 -8.353 8.320  0.0000
24 H -35.848 -6.776 8.237  0.0000
25 H -34.436 -9.287 9.384  0.0000
26 H -33.828 -7.714 9.837  0.0000
27 H -32.902 -8.654 7.801  0.0000
28 C -28.120 -8.034 12.639  0.0000
29 C -29.591 -7.973 13.126  0.0000
30 O -30.245 -9.138 12.662  0.0000
31 H -27.977 -8.000 11.559  0.0000
32 H -27.640 -8.957 12.961  0.0000
33 H -27.493 -7.249 13.062  0.0000
34 H -29.963 -7.073 12.636  0.0000
35 H -29.718 -7.955 14.208  0.0000
36 H -31.131 -9.287 13.000  0.0000
37 C -31.479 -11.562 19.659  0.0479
38 C -30.261 -11.911 18.736  0.0464
39 C -30.766 -12.557 17.416  0.0072
40 C -31.396 -11.532 16.444  0.0001
41 C -30.391 -10.390 16.153  0.0032
42 C -29.870 -9.688 17.416  0.0433
43 N -29.445 -10.704 18.453  0.6293
44 O -28.693 -10.267 19.456  0.1279
45 C -28.643 -8.843 16.951  0.0115
46 C -30.876 -8.727 18.044  0.0392
47 C -29.446 -13.030 19.373  0.0094
48 H -31.177 -10.821 20.400  0.0001
49 H -31.895 -12.444 20.145  0.0051
50 H -32.375 -11.233 19.133  0.0013
51 H -29.967 -13.118 16.931  0.0002
52 H -31.515 -13.299 17.693  -0.0003
53 H -32.183 -10.995 16.974  0.0001
54 H -31.836 -12.058 15.597  0.0004
55 H -30.947 -9.650 15.577  -0.0006
56 H -29.571 -10.796 15.561  0.0004
57 H -28.013 -9.486 16.336  0.0004
58 H -29.067 -7.976 16.444  0.0001
59 H -27.959 -8.573 17.756  -0.0002
60 H -31.817 -9.192 18.335  0.0001
61 H -30.337 -8.332 18.905  0.0002
62 H -31.241 -7.868 17.481  0.0052
63 H -29.154 -12.888 20.414  -0.0002
64 H -28.450 -13.208 18.969  0.0000
65 H -29.960 -13.978 19.535  0.0008
66 H -27.808 -10.433 19.124  0.0200
67 C -37.820 -1.598 11.611  0.0000
68 O -38.283 -2.288 12.804  0.0000
69 C -37.551 -2.088 14.078  0.0000
70 C -38.253 -2.740 15.268  0.0000
71 N -38.768 -4.029 14.872  0.0000
72 C -37.845 -5.108 15.208  0.0000
73 C -38.351 -6.537 14.743  0.0000
74 O -38.579 -6.397 13.337  0.0000
75 C -38.781 -7.554 12.631  0.0000
76 H -37.919 -0.514 11.666  0.0000
77 H -38.458 -1.931 10.792  0.0000
78 H -36.790 -1.892 11.410  0.0000
79 H -37.621 -1.033 14.341  0.0000
80 H -36.506 -2.384 13.990  0.0000
81 H -39.050 -2.061 15.569  0.0000
82 H -37.668 -2.719 16.187  0.0000
83 H -38.834 -4.191 13.878  0.0000
84 H -37.495 -5.152 16.239  0.0000
85 H -36.920 -4.905 14.667  0.0000
86 H -39.281 -6.711 15.283  0.0000
87 H -37.634 -7.319 14.992  0.0000
88 H -38.888 -7.374 11.561  0.0000
89 H -39.743 -7.982 12.916  0.0000
90 H -38.085 -8.340 12.922  0.0000
91 C -31.835 -4.589 18.243  0.0002
92 O -32.848 -4.037 19.045  0.0001
93 C -32.667 -4.104 20.439  0.0000
94 C -32.745 -5.545 21.004  0.0000
95 N -34.118 -6.014 20.939  0.0001
96 C -34.129 -7.474 20.794  0.0001
97 C -35.565 -7.961 20.610  0.0000
98 O -36.089 -7.700 19.299  0.0000
99 C -37.489 -7.970 19.031  0.0000
100 H -32.000 -4.432 17.177  0.0000
101 H -31.792 -5.666 18.406  0.0002
102 H -30.888 -4.072 18.398  0.0000
103 H -33.384 -3.420 20.891  0.0000
104 H -31.674 -3.694 20.623  0.0000
105 H -32.489 -5.444 22.059  0.0000
106 H -31.987 -6.185 20.551  0.0000
107 H -34.622 -5.524 20.213  0.0000
108 H -33.641 -7.962 21.638  0.0000
109 H -33.582 -7.794 19.907  0.0001
110 H -36.311 -7.405 21.178  0.0000
111 H -35.651 -9.041 20.728  0.0000
112 H -37.970 -8.729 19.648  0.0000
113 H -37.677 -8.101 17.966  0.0000
114 H -38.149 -7.119 19.199  0.0000
115 C -29.717 -3.620 12.547  0.0000
116 O -30.781 -4.276 11.821  0.0000
117 C -31.131 -3.592 10.622  0.0000
118 C -32.237 -4.334 9.845  0.0000
119 N -32.199 -4.081 8.397  0.0000
120 C -32.852 -5.104 7.611  0.0000
121 C -32.717 -4.800 6.053  0.0000
122 O -31.344 -4.931 5.672  0.0000
123 C -30.588 -3.764 5.413  0.0000
124 H -30.079 -2.625 12.807  0.0000
125 H -28.742 -3.486 12.078  0.0000
126 H -29.519 -4.102 13.504  0.0000
127 H -30.264 -3.502 9.967  0.0000
128 H -31.542 -2.627 10.916  0.0000
129 H -33.245 -4.183 10.233  0.0000
130 H -31.923 -5.357 10.051  0.0000
131 H -31.253 -4.083 8.043  0.0000
132 H -33.891 -4.952 7.905  0.0000
133 H -32.497 -6.071 7.969  0.0000
134 H -33.003 -3.784 5.781  0.0000
135 H -33.345 -5.436 5.429  0.0000
136 H -30.777 -3.003 6.170  0.0000
137 H -30.873 -3.305 4.466  0.0000
138 H -29.535 -4.043 5.378  0.0000
139 C -36.181 -9.586 16.002  0.0000
140 O -35.603 -8.300 15.939  0.0000
141 C -34.246 -8.274 16.390  0.0000
142 C -33.524 -7.090 15.735  0.0002
143 N -33.394 -7.343 14.300  0.0001
144 C -32.848 -6.183 13.553  0.0000
145 C -33.983 -5.124 13.195  0.0000
146 O -34.852 -5.685 12.253  0.0000
147 C -35.661 -4.727 11.625  0.0000
148 H -35.598 -10.430 15.634  0.0000
149 H -37.026 -9.526 15.316  0.0000
150 H -36.518 -9.851 17.004  0.0000
151 H -33.640 -9.155 16.177  0.0000
152 H -34.331 -8.123 17.466  0.0000
153 H -32.506 -7.017 16.115  0.0002
154 H -34.055 -6.165 15.962  0.0000
155 H -34.351 -7.358 13.977  0.0000
156 H -32.367 -6.483 12.622  0.0000
157 H -32.037 -5.650 14.050  0.0000
158 H -33.491 -4.276 12.720  0.0000
159 H -34.492 -4.722 14.071  0.0000
160 H -35.076 -4.018 11.039  0.0000
161 H -36.185 -4.032 12.282  0.0000
162 H -36.254 -5.157 10.818  0.0000
163 C -29.005 2.176 16.663  0.0000
164 O -29.640 1.018 16.166  0.0000
165 C -30.562 0.441 17.069  0.0000
166 C -31.353 -0.709 16.414  0.0000
167 N -32.382 -0.282 15.422  0.0000
168 C -33.037 -1.493 14.924  0.0000
169 C -33.854 -1.139 13.648  0.0000
170 O -32.953 -0.523 12.676  0.0000
171 C -33.461 -0.414 11.367  0.0000
172 H -29.714 2.996 16.777  0.0000
173 H -28.332 2.627 15.935  0.0000
174 H -28.540 2.102 17.646  0.0000
175 H -31.271 1.209 17.379  0.0000
176 H -30.089 0.016 17.954  0.0000
177 H -31.773 -1.267 17.250  0.0000
178 H -30.677 -1.470 16.023  0.0000
179 H -31.953 0.104 14.594  0.0000
180 H -33.643 -2.044 15.644  0.0000
181 H -32.325 -2.295 14.725  0.0000
182 H -34.707 -0.492 13.851  0.0000
183 H -34.235 -2.115 13.347  0.0000
184 H -34.376 0.179 11.353  0.0000
185 H -33.704 -1.342 10.850  0.0000
186 H -32.711 0.159 10.820  0.0000

Values from the calculation:
* highest occupied orbital energy (alpha / beta): -9.7196 / -9.7196 eV
* total charge: +1
* E_LUMO (alpha / beta): -2.77 / -6.70 eV
* spin multiplicity: 2
* frontier orbital gap (alpha / beta): 6.9524 / 3.0230 eV